Formula: C35H38AsCrN6OPS3Se
Source: the OMol25 dataset
Level of theory: ωB97M-V/def2-TZVPD

```
87
Properties=species:S:1:pos:R:3:mulliken_charge:R:1
Cr -0.90619 0.15730 -1.02935 0.02
C -5.14179 3.49099 -0.19611 -0.75
S -3.60581 4.45047 -0.15929 -0.06
C -2.39885 3.12422 -0.19431 0.27
S -2.44677 2.29518 1.28535 -0.31
N -1.70385 3.12857 -1.28773 -1.49
N -0.78445 2.13078 -1.51613 1.50
C 0.03083 2.38167 -2.47584 -1.35
C 0.98405 1.33802 -2.90560 1.23
C 1.85780 1.52947 -3.95806 -0.80
C 2.72074 0.49056 -4.29522 -0.73
C 2.68776 -0.67587 -3.55731 -1.18
C 1.77024 -0.78945 -2.51695 -0.42
N 0.92980 0.18784 -2.21503 1.34
H -5.93987 4.20458 0.00264 0.35
H -5.13931 2.72656 0.57509 0.24
H -5.28801 3.04120 -1.17572 0.24
H -0.00502 3.34967 -2.96641 0.42
H 1.85405 2.46447 -4.50175 0.53
H 3.40955 0.59984 -5.12222 0.46
H 3.36203 -1.49441 -3.76467 0.55
H 1.69967 -1.68704 -1.91553 0.39
C -3.85556 -0.39070 -1.42152 -0.95
O -2.75124 0.22079 -0.84505 0.14
H -4.28202 0.21390 -2.23555 0.24
H -4.63366 -0.52418 -0.66002 0.28
H -3.64792 -1.38619 -1.83543 0.26
Se -0.71844 -3.82139 -1.13100 0.12
N -1.39456 -4.15769 -2.77461 -0.99
C -1.67794 -2.97770 -3.33661 0.31
C -2.24927 -2.71000 -4.59147 -0.72
C -2.44612 -1.38082 -4.96562 -0.98
C -2.06843 -0.33392 -4.13476 -0.57
N -1.50857 -0.56031 -2.93982 0.52
C -1.36297 -1.82763 -2.54249 0.82
N -0.86307 -2.01342 -1.32360 0.02
H -2.52637 -3.52483 -5.24634 0.47
H -2.89874 -1.14887 -5.91976 0.42
H -2.20537 0.70087 -4.42310 0.52
C -2.53185 -1.78907 3.70620 -0.99
As -2.85266 -2.52758 1.91568 0.54
C -4.78630 -2.77610 2.16034 -1.33
C -2.38848 -4.40256 2.33383 -1.26
S -1.24752 0.65502 1.41054 0.10
H -2.80205 -2.51162 4.47747 0.44
H -3.13424 -0.88830 3.82466 0.32
H -1.48472 -1.50776 3.81469 0.11
H -4.99253 -3.38840 3.03937 0.41
H -5.20934 -3.25743 1.27892 0.37
H -5.26109 -1.80260 2.28425 0.35
H -2.60586 -4.64163 3.37569 0.39
H -1.33323 -4.59104 2.13629 0.24
H -2.96730 -5.06065 1.68499 0.42
C 2.01162 4.88422 2.92985 -0.62
C 1.21403 3.86727 3.43345 -0.88
C 1.17367 2.63055 2.80852 -0.40
C 1.93017 2.37884 1.66208 0.41
C 2.73141 3.40837 1.17100 -0.67
C 2.77490 4.64643 1.79800 -0.75
P 1.76487 0.75102 0.80425 1.91
C 3.46290 0.48358 0.10967 1.07
C 3.88379 1.26886 -0.96728 -0.73
C 5.09531 1.04406 -1.60029 -0.92
C 5.90750 -0.00558 -1.19359 -0.71
C 5.48972 -0.82025 -0.15252 -0.84
C 4.28314 -0.57791 0.49233 -1.02
C 1.78787 -0.44528 2.18455 -0.35
C 1.11274 -1.64865 1.99036 0.26
C 1.10467 -2.62384 2.97820 -0.42
C 1.75304 -2.39233 4.18210 -0.56
C 2.42873 -1.19537 4.38536 -0.90
C 2.45853 -0.23364 3.38677 -0.05
H 2.03974 5.85048 3.41670 0.39
H 0.61533 4.03239 4.32029 0.43
H 0.54189 1.85293 3.21420 0.54
H 3.35150 3.25919 0.30021 0.28
H 3.41424 5.42315 1.39769 0.44
H 3.24221 2.05835 -1.34201 0.49
H 5.39839 1.68054 -2.42297 0.45
H 6.85096 -0.19226 -1.69030 0.40
H 6.10604 -1.65151 0.16631 0.45
H 3.98364 -1.22749 1.30449 0.33
H 0.57752 -1.81756 1.06019 -0.13
H 0.57981 -3.55643 2.81516 0.26
H 1.73301 -3.14353 4.96127 0.41
H 2.92734 -1.00650 5.32756 0.40
H 3.01055 0.68509 3.54234 0.57
```

Properties
- Lowest unoccupied orbital energy (spin up / spin down): -0.0389 / -0.0440 hartree
- Strongest force on any atom: 2.1 eV/A
- 2S+1: 5
- Calculated total energy: -244299.27118 eV
- <S²>: 6.068
- Highest occupied orbital energy (spin up / spin down): -6.180 / -7.003 eV